{
  "formula": "C40H86BClO14",
  "method": "ωB97M-V/def2-TZVPD",
  "fmax_ev_per_a": 1.275,
  "total_energy_ha": -3114.008062,
  "de_lowest_kj_mol": 0.0,
  "smiles": "CCCCCCc1cc(Cl)cc2c1C(=O)C(C[C@@H](C)O)=C(B(C)O)C2=O.CCO.CCO.CCO.CCO.CCO.CCO.CCO.CCO.CCO.CCO",
  "total_charge": 0,
  "symbols": ["O", "H", "H", "H", "H", "H", "H", "H", "H", "H", "O", "H", "H", "H", "H", "C", "H", "C", "H", "H", "H", "H", "H", "H", "H", "H", "H", "H", "H", "H", "C", "H", "C", "C", "H", "H", "H", "H", "C", "C", "H", "C", "H", "C", "O", "H", "H", "H", "C", "H", "H", "C", "H", "C", "H", "H", "H", "C", "C", "C", "C", "H", "H", "O", "O", "C", "H", "H", "C", "H", "H", "C", "B", "O", "H", "H", "C", "H", "C", "H", "H", "C", "C", "H", "H", "H", "O", "C", "H", "C", "H", "C", "H", "O", "H", "H", "C", "H", "H", "C", "H", "H", "H", "H", "H", "Cl", "H", "C", "H", "O", "H", "H", "C", "C", "C", "H", "C", "H", "O", "H", "H", "O", "C", "H", "C", "C", "O", "O", "H", "H", "C", "C", "H", "O", "H", "H", "H", "H", "H", "C", "H", "C"],
  "coordinates": [[-1.3078, -0.5225, 4.2673], [9.5543, -3.7914, -4.0715], [-4.9114, 11.6167, -3.5628], [-6.9634, 9.6562, -3.7575], [3.5929, -5.1726, 5.2722], [-8.0163, 7.3837, -3.7969], [0.5749, 1.5656, 1.0900], [-5.9726, -5.4940, -1.6048], [13.8292, 5.1790, -4.3144], [-1.8669, 2.0795, 0.1330], [2.9920, -4.0959, 1.0959], [-4.5362, -5.9778, -2.4995], [-4.7524, -5.8903, 0.5561], [-5.3958, -7.1652, -1.5011], [0.0110, 1.3124, 2.7175], [-5.2076, 0.8445, -0.3623], [-5.3235, 13.1886, -2.8848], [-4.6586, -3.0055, 2.6258], [4.7071, -4.1189, 2.2475], [-5.8230, 8.4332, -3.1637], [8.8291, -4.8254, -2.8268], [-0.5427, -5.4619, 3.3685], [2.2437, -1.3225, 0.4101], [4.7457, -8.5025, 4.5528], [-7.5490, 12.9000, -3.9214], [-5.3945, -3.5913, 3.1694], [-2.2609, -0.4596, 4.1362], [-3.9557, 13.0450, -3.9996], [3.3015, -8.1046, 5.5013], [13.5919, 4.4179, -2.7448], [-0.0229, -4.0323, 1.8400], [-9.8828, -0.6833, 2.6539], [-5.4204, -0.3917, 0.4205], [-1.7223, -2.3852, 5.7908], [-0.6948, 1.0781, -0.6915], [11.4849, 3.3433, -3.5923], [11.5234, -0.0436, -2.3411], [4.6858, -6.2235, 3.5182], [0.1693, 0.8170, 1.7624], [8.3048, -2.7416, -2.6487], [11.5207, 0.9196, -4.4514], [-1.0801, -1.0235, 5.5817], [10.1483, -0.1382, -4.8093], [9.2750, -3.8486, -3.0180], [10.7161, -0.1250, -2.8571], [4.2453, -2.5682, 1.5312], [-4.6552, -1.6331, 4.1915], [4.8128, -7.2548, 5.8068], [-3.9817, 1.1805, -0.9083], [4.8648, -3.4239, -0.7333], [-2.8050, -2.3237, 5.6525], [13.0723, 4.8055, -3.6244], [0.9355, -5.8669, 2.4750], [-6.3840, 8.7752, -4.0380], [-5.5432, 12.4168, -5.8424], [11.7459, 4.0994, -5.1700], [-7.3574, 2.1496, 3.6377], [-4.9713, 3.2312, -1.7432], [3.7953, -6.6367, 4.0039], [-6.2988, 1.6875, -0.5353], [11.0745, -0.0542, -4.2423], [8.7513, -1.7620, -2.8392], [-1.9803, 0.6270, 1.9824], [-4.8995, -1.4432, 0.1241], [13.0622, 2.6277, -4.7241], [5.2446, -3.9056, 0.1675], [0.5167, -1.2693, 0.1291], [-1.4651, -0.3079, 6.3164], [-5.0799, -6.1225, -1.5657], [-0.6328, -4.4909, 1.0623], [0.8751, -3.6204, 1.3710], [-1.5821, 1.0489, -0.0640], [-8.5852, 0.7836, 2.4249], [-9.8130, 0.1784, 2.2326], [12.9557, -1.0977, -4.0382], [13.5101, 2.2674, -3.9525], [4.1891, -7.6904, 5.0226], [-2.4282, 0.1211, -1.8225], [-6.3656, -0.2421, 1.5625], [-3.0333, -1.3026, 2.3670], [-4.7988, -3.0984, 1.5576], [-8.3531, 1.7152, 3.6721], [-4.2073, -5.7392, -0.3837], [-2.9373, 2.7055, -2.0116], [3.1599, -7.0703, 3.2333], [-4.5403, -3.8174, -0.4760], [-3.7645, -0.7133, 2.5992], [-3.8796, 2.3913, -1.5927], [8.7125, -2.7352, -0.7460], [-7.5873, 1.2560, 0.0683], [0.9490, -4.5864, 3.6893], [-6.2108, 2.8812, -1.2298], [-1.5253, -2.7624, 6.7957], [-6.5418, 6.5217, -4.9568], [7.3916, -2.8240, -3.2366], [-6.0631, 6.2040, -4.1841], [0.3546, -5.0485, 2.9030], [-3.3101, -6.3563, -0.3566], [0.0007, -1.0876, 5.7064], [-4.7916, -1.5696, 3.1059], [-7.0883, 3.4973, -1.3254], [5.3054, -4.9786, -0.0354], [-9.0582, 2.5403, 3.5923], [2.1692, 0.1941, 2.0307], [-6.3354, -0.2398, 3.7021], [-4.7790, 4.7327, -2.5844], [-0.2806, -2.5279, 3.0661], [-2.7432, 0.3364, -0.8047], [-1.3432, -3.1059, 5.0653], [-7.2100, 12.4447, -4.6978], [10.1846, -3.7788, -2.4161], [1.0447, -0.7321, 2.9723], [12.2485, 3.7158, -4.2842], [-1.2116, 0.3639, 1.2619], [-6.1537, -0.9287, 2.8842], [-3.6854, -3.3768, 2.9412], [12.0325, -1.1687, -4.6196], [12.4416, 5.6382, -3.3110], [3.0437, -5.5797, 4.5952], [1.2093, -2.3513, 1.3552], [-1.2744, -0.7092, 1.1069], [-0.7998, -2.9688, 2.3854], [1.1980, -0.2934, 1.9931], [-6.8940, -1.7213, 2.9846], [-7.4376, 0.5401, 1.3590], [-7.2842, 7.6710, -4.5599], [7.9152, -2.8222, -1.2776], [-8.6648, 1.4981, -0.4319], [-5.6584, 9.0640, -4.7995], [6.2475, -3.5348, 0.3581], [-5.8964, 12.9356, -4.9530], [4.3219, -3.6381, 1.3410], [3.0329, -5.0439, 0.9391], [-3.7655, -4.3904, -0.4646], [-8.5108, 1.1803, 4.6029], [11.5877, -2.1420, -4.4078], [-5.9444, 14.0061, -5.1797], [12.2901, -1.1229, -5.6784], [-2.9196, -0.6218, -0.3360], [1.2746, -1.3761, 0.8967], [-7.8284, 8.0068, -5.4410], [-4.9620, 12.6833, -3.7837]],
  "lowdin_charge": [-0.0869, 0.0686, 0.0630, 0.0643, 0.0845, 0.1086, 0.1008, 0.0726, 0.0757, 0.1094, -0.0944, 0.0747, 0.1058, 0.0715, 0.0980, -0.0289, 0.0727, -0.0226, 0.0958, 0.0708, 0.0731, 0.0750, 0.0700, 0.0743, 0.0786, 0.0875, 0.0590, 0.0739, 0.0772, 0.0724, -0.3046, 0.1111, -0.2561, -0.0727, 0.1060, 0.1081, 0.0760, 0.1001, -0.1982, -0.3063, 0.0783, -0.2933, 0.1138, -0.0938, -0.0947, 0.1097, 0.1246, 0.0730, -0.1258, 0.0799, 0.0649, -0.0921, 0.0652, -0.0966, 0.1103, 0.1139, 0.0648, -0.6175, -0.3251, -0.0770, -0.3051, 0.0904, 0.0913, 0.1129, -0.0991, -0.0842, 0.0822, 0.1098, -0.0929, 0.1221, 0.0460, -0.1711, -0.4322, 0.1396, 0.0733, 0.0794, -0.0889, 0.1255, -0.0556, 0.0738, 0.0514, 0.0071, -0.3257, 0.1198, 0.1065, 0.0516, -0.0483, -0.0423, 0.0817, -0.2905, 0.0616, -0.0159, 0.0762, -0.0989, 0.1133, -0.0102, -0.0752, 0.1094, 0.1114, -0.3998, 0.1232, 0.0759, 0.0751, 0.0952, 0.1218, 0.7331, 0.0546, -0.1103, 0.0602, -0.0893, 0.0714, 0.0814, -0.3202, -0.2118, -0.0577, 0.0842, -0.0799, 0.0748, -0.0905, 0.0038, 0.0872, -0.0905, -0.2222, 0.1355, 0.0232, -0.3201, -0.0928, 0.1419, 0.0758, 0.0558, -0.3229, -0.2990, 0.0853, -0.0895, 0.0700, 0.0588, 0.1063, 0.0782, 0.0963, -0.0836, 0.1113, -0.0910]
}